Density functional theory data (ωB97M-V with the def2-TZVPD basis set) for the molecule C26H26N2O3 in a non-equilibrium geometry.

Output
E_HOMO in hartree: -0.295
Electronic energy in eV: -36503.30399
SMILES: Cc1ccc([C@@H](Oc2ccc([N+](=O)[O-])cc2)c2c(C(C)(C)C)[nH]c3ccccc23)cc1
Kohn-Sham gap in eV: 7.6
ΔE to the lowest compared entry with this formula, charge and spin in kcal/mol: 114.7

```
57
Properties=species:S:1:pos:R:3:forces:R:3
C 1.148591 2.550948 5.197358 0.0 0.1 0.0
C 0.800706 1.917745 3.859486 0.3 0.3 0.1
C -0.127761 2.518317 2.992031 0.1 -0.7 0.1
C -0.357671 1.918569 1.753444 0.3 0.6 -0.1
C 0.344780 0.785740 1.335328 -0.1 -0.7 -0.5
C 0.104134 0.303564 -0.127057 0.0 -1.0 0.0
O 0.740927 -1.170701 -0.448083 0.3 1.3 1.0
C 2.062261 -1.492304 -0.505309 0.5 0.1 0.4
C 2.432373 -2.885579 -0.566603 -0.6 0.7 0.1
C 3.763155 -3.288147 -0.622560 0.4 0.4 0.1
C 4.772662 -2.290472 -0.582406 -1.4 0.7 -0.1
N 6.177250 -2.618257 -0.579501 2.1 -1.3 -0.1
O 7.046359 -1.714901 -0.567600 -1.9 -1.7 0.0
O 6.457045 -3.843066 -0.585050 -0.4 2.4 0.0
C 4.420248 -0.933073 -0.556192 0.5 -0.2 -0.2
C 3.089029 -0.526785 -0.493264 0.0 -0.4 -0.4
C -1.350770 0.052671 -0.411204 0.2 0.1 -0.5
C -1.913926 0.115176 -1.701194 -0.1 0.3 0.6
C -1.341569 0.135676 -3.120807 -0.3 0.0 0.8
C -0.547120 1.407527 -3.348722 0.2 0.4 -0.2
C -2.430097 0.111790 -4.199719 -0.1 0.0 -0.3
C -0.492465 -1.116058 -3.185562 0.6 -0.5 -0.3
N -3.256764 0.070879 -1.574286 -0.7 -0.7 0.7
C -3.632037 -0.113104 -0.242625 0.7 1.3 -0.8
C -4.913732 0.129892 0.222202 -0.4 0.0 0.9
C -5.080783 0.248329 1.604585 0.3 -0.1 -0.6
C -3.938961 0.122299 2.435231 -0.3 -0.2 -0.3
C -2.663002 -0.076206 1.928014 0.3 -0.5 0.4
C -2.449516 -0.132891 0.545873 -0.7 0.5 -1.4
C 1.172735 0.135863 2.249514 0.3 0.1 -0.6
C 1.470268 0.753538 3.459568 -0.6 0.1 0.4
H 2.071637 2.096831 5.588814 -0.3 0.2 0.0
H 1.327280 3.633456 5.062681 -0.1 -0.5 0.2
H 0.357223 2.423847 5.962855 0.3 0.0 -0.5
H -0.685289 3.417640 3.303599 0.3 -0.6 -0.2
H -1.087880 2.347836 1.079283 0.0 0.1 0.0
H 0.497469 1.101791 -0.847721 -0.1 -1.6 0.9
H 1.616800 -3.622997 -0.532110 0.5 0.4 -0.1
H 4.048386 -4.352949 -0.686152 -0.3 0.8 0.1
H 5.254596 -0.222688 -0.648690 -0.6 -0.2 0.3
H 2.844755 0.534319 -0.514528 0.0 -0.3 0.1
H 0.304013 1.502213 -2.670336 0.0 0.0 -0.3
H -0.185453 1.397028 -4.388983 0.0 0.2 0.4
H -1.197851 2.281389 -3.192507 0.2 -0.2 -0.2
H -3.070297 -0.778655 -4.190722 0.1 0.1 0.2
H -3.055546 1.014501 -4.164695 0.1 -0.2 0.0
H -1.940009 0.119933 -5.182068 -0.1 0.0 0.2
H -1.136057 -2.001395 -3.172709 0.1 0.0 0.0
H 0.140831 -1.156500 -4.076235 -0.2 0.1 -0.2
H 0.165625 -1.168907 -2.316448 -0.2 -0.1 -0.4
H -3.925448 0.187204 -2.319035 0.2 -0.2 0.0
H -5.708668 0.300781 -0.510516 0.1 -0.2 0.4
H -6.068407 0.451691 2.030106 0.4 -0.1 -0.1
H -4.070100 0.181194 3.507588 0.0 0.0 0.0
H -1.816948 -0.263054 2.586483 -0.3 0.4 0.1
H 1.605191 -0.828640 1.984771 0.1 0.3 0.1
H 2.207798 0.327144 4.142402 -0.3 -0.1 -0.2
```
Forces are in eV/Å.

=====

Density functional theory data (ωB97M-V with the def2-TZVPD basis set) for a structure of composition C26H26N3O3Re in a non-equilibrium geometry.

Output
E_HOMO (spin up / spin down) in hartree: -0.634 / -0.634
2S+1: 2
Electronic energy in eV: -40098.80126
Kohn-Sham gap (spin up / spin down) in eV: 5.0 / 5.3
Expectation value of S²: 0.763
Charge: +3
ΔE to the lowest compared entry with this formula, charge and spin in kcal/mol: 0.0

```
59
Properties=species:S:1:pos:R:3:forces:R:3
Re -0.354205 0.048542 0.653730 0.4 -0.2 -0.9
C -1.211798 4.339906 0.494834 -0.1 0.1 -0.1
O -1.466063 3.832464 1.871542 0.1 -0.5 -0.1
C -1.236472 2.571636 1.835506 0.0 0.2 0.1
N -0.762573 2.046347 0.731847 -0.2 0.0 0.5
C -0.487757 3.171217 -0.221016 0.0 0.0 -0.1
C -0.990566 2.928717 -1.621324 0.1 0.1 -0.1
C -1.972444 1.983365 -1.901495 -0.1 0.2 0.0
C -2.458648 1.852074 -3.196927 0.1 0.2 -0.1
C -1.965493 2.667280 -4.210419 -0.1 -0.1 0.1
C -0.989864 3.615576 -3.930236 0.0 0.0 0.1
C -0.497700 3.747668 -2.639939 -0.1 -0.2 0.1
C -1.436288 1.666043 2.984424 0.0 -0.1 0.0
C -1.930857 1.953106 4.242104 0.1 -0.2 -0.2
C -2.013576 0.902064 5.160665 0.0 0.0 -0.1
C -1.621709 -0.390360 4.801109 0.1 0.1 -0.2
C -1.142875 -0.581880 3.519432 -0.1 0.1 0.0
N -1.043056 0.426995 2.634362 -0.2 0.1 0.5
C -0.719848 -1.834511 2.862260 0.0 0.0 0.1
N -0.331862 -1.752356 1.616384 -0.3 0.2 0.3
C -0.014172 -3.128809 1.134292 0.0 0.0 -0.1
C -0.283085 -3.969610 2.416740 0.1 -0.1 0.1
O -0.751667 -2.983823 3.425341 0.0 0.3 -0.2
C 1.390274 -3.259207 0.602347 0.0 -0.1 -0.1
C 1.717816 -4.454501 -0.039650 0.0 0.2 -0.1
C 3.004194 -4.655651 -0.512968 0.0 0.1 0.0
C 3.968158 -3.666041 -0.353740 -0.1 0.1 0.1
C 3.644614 -2.477365 0.288710 0.0 -0.1 -0.1
C 2.357757 -2.274936 0.772496 0.0 -0.1 0.1
H -0.624454 5.250129 0.594710 0.0 -0.1 0.0
H -2.195955 4.549915 0.075692 0.1 0.0 0.0
H 0.598761 3.309074 -0.211801 -0.1 0.1 -0.1
H -2.403353 1.370358 -1.116432 0.0 0.0 0.0
H -3.234882 1.131376 -3.410207 0.0 0.0 0.0
H -2.346309 2.568020 -5.217456 0.0 0.0 0.0
H -0.613717 4.254896 -4.715678 0.0 0.0 0.0
H 0.268668 4.482644 -2.433227 0.1 0.1 0.0
H -2.245432 2.955554 4.494793 0.0 0.1 0.0
H -2.392996 1.089779 6.156376 0.0 0.0 0.0
H -1.687812 -1.218332 5.493122 0.0 0.0 0.0
H -0.743637 -3.359379 0.353053 0.1 -0.1 0.1
H 0.621280 -4.413186 2.831927 -0.1 0.0 -0.1
H -1.075510 -4.708615 2.320976 0.1 0.1 0.0
H 0.972881 -5.225494 -0.183308 -0.1 -0.1 0.0
H 3.253464 -5.582505 -1.008816 0.0 0.0 0.0
H 4.973687 -3.830054 -0.714900 0.0 0.0 0.0
H 4.399180 -1.717713 0.432686 0.1 0.0 0.0
H 2.149752 -1.368078 1.332610 0.0 0.0 0.0
C 0.097052 -0.673159 -3.277335 0.0 0.1 0.1
C 1.115063 -0.522226 -2.177687 0.4 -0.2 -0.4
C 2.095584 0.609971 -2.329655 -0.1 0.0 0.1
O 0.358588 -0.268664 -0.874491 -0.2 0.1 0.4
H 0.611536 -1.138205 -4.119009 0.0 0.0 0.0
H -0.297967 0.291031 -3.591893 0.0 0.0 0.0
H -0.724312 -1.326381 -2.988323 0.0 -0.1 0.0
H 1.624466 -1.467095 -1.961511 -0.1 0.1 0.2
H 1.581741 1.542095 -2.559142 0.0 0.0 0.0
H 2.745256 0.359391 -3.168645 0.0 0.0 0.0
H 2.719145 0.730904 -1.446838 0.1 0.0 0.0
```
Forces are in eV/Å.

=====

Density functional theory data (ωB97M-V with the def2-TZVPD basis set) for a cluster of 6 separate species, C26H26N6O2 in total.

Output
E_HOMO in hartree: -0.331
Electronic energy in eV: -40417.48136
SMILES: [H]/N=C\Cc1cccc2c1C(=O)c1ccccc1C2=O.CC#N.CC#N.CC#N.CC#N.CC#N
Kohn-Sham gap in eV: 8.9
ΔE to the lowest compared entry with this formula, charge and spin in kcal/mol: 49.7

```
60
Properties=species:S:1:pos:R:3:forces:R:3
H -0.077432 -1.375727 1.268729 0.0 0.0 0.1
N -0.782080 -1.889037 0.730360 -0.2 0.0 -0.1
C -0.560496 -1.718821 -0.501937 0.5 0.1 -0.1
C 0.598929 -0.895396 -1.046536 0.0 -0.1 0.1
C 0.474149 0.581353 -0.755104 0.2 0.3 -0.1
C 1.480309 1.219358 -0.032524 -0.5 0.4 -0.3
C 1.363843 2.568620 0.277817 0.3 0.2 0.2
C 0.287338 3.339289 -0.132760 0.0 -0.3 -0.2
C -0.722564 2.711965 -0.850224 0.2 -0.2 0.1
C -0.625314 1.348598 -1.148687 -0.1 -0.1 0.0
C -1.782402 0.748595 -1.881480 0.0 0.4 0.2
O -1.669482 -0.079430 -2.752723 0.0 -0.4 0.0
C -3.108135 1.274962 -1.440424 0.1 -0.2 0.0
C -4.193760 0.419976 -1.304297 -0.2 0.7 0.0
C -5.392197 0.958303 -0.843182 0.2 -0.1 0.0
C -5.483996 2.314625 -0.538985 0.0 0.1 0.1
C -4.399596 3.173598 -0.687458 0.1 -0.4 -0.3
C -3.201596 2.633549 -1.140387 -0.1 -0.1 0.1
C -1.950841 3.432476 -1.299422 0.0 -0.2 0.0
O -1.932617 4.541368 -1.770394 0.0 0.5 0.2
H -1.188007 -2.193484 -1.252246 -0.2 -0.1 0.1
H 1.502754 -1.248942 -0.548412 0.1 0.0 0.0
H 0.716076 -1.082696 -2.111663 -0.1 0.1 -0.1
H 2.341936 0.676191 0.308687 0.0 0.0 -0.1
H 2.145257 3.034140 0.867733 0.0 0.0 0.0
H 0.229474 4.391654 0.101481 -0.1 0.1 0.0
H -4.091037 -0.626528 -1.550373 0.0 -0.1 0.0
H -6.250143 0.314396 -0.690354 0.2 0.3 -0.1
H -6.422431 2.694566 -0.157789 0.0 0.0 0.0
H -4.459702 4.228147 -0.461823 -0.1 0.0 0.0
C -6.378530 -3.261335 -0.284329 0.0 0.0 0.0
C -7.091022 -2.017686 -0.012159 0.0 -0.2 0.0
N -7.642409 -1.035287 0.201594 -0.2 -0.1 0.1
H -5.550727 -3.071272 -0.964933 0.0 0.0 0.0
H -5.987928 -3.672621 0.644143 0.0 0.0 0.0
H -7.055664 -3.981858 -0.738506 0.0 0.0 0.0
C 2.602428 1.141451 4.235159 0.2 0.3 -0.3
C 2.179346 0.279673 3.142667 0.1 0.0 0.1
N 1.846211 -0.393356 2.277127 -0.2 -0.3 0.2
H 1.745678 1.691852 4.618048 0.0 0.0 0.0
H 3.025328 0.544509 5.031688 0.0 0.0 0.1
H 3.350222 1.851594 3.881416 -0.1 0.0 -0.1
C 4.979765 -1.165702 -1.729488 -0.2 0.0 0.2
C 4.736493 -0.315938 -0.568635 0.1 -0.1 -0.1
N 4.545368 0.352275 0.343265 0.1 0.1 0.1
H 4.739082 -0.627085 -2.640180 0.0 0.0 0.0
H 6.025201 -1.457568 -1.758669 0.0 0.0 0.0
H 4.358518 -2.058487 -1.664143 0.0 0.0 0.0
C 7.814505 -2.939650 -4.911135 0.0 0.0 0.0
C 7.061868 -1.732604 -4.584768 0.1 -0.1 -0.1
N 6.472305 -0.783448 -4.328432 0.0 0.1 -0.1
H 8.614082 -2.697512 -5.608085 0.0 0.0 0.0
H 8.246357 -3.362052 -4.005947 0.0 0.0 0.0
H 7.153634 -3.673735 -5.367506 0.0 0.0 0.0
C -0.786749 -0.540096 5.933584 0.0 0.0 0.0
C 0.646313 -0.611594 6.196823 -0.2 -0.1 0.0
N 1.775824 -0.668235 6.384092 -0.1 -0.2 0.3
H -1.327640 -0.413903 6.869297 0.0 0.0 0.0
H -1.001175 0.303365 5.279445 0.0 0.0 0.0
H -1.116757 -1.456787 5.448973 0.0 0.0 0.0
```
Forces are in eV/Å.

=====

Density functional theory data (ωB97M-V with the def2-TZVPD basis set) for a structure of composition C26H27AsMnN8O8S3 in a non-equilibrium geometry.

Output
E_HOMO (spin up / spin down) in hartree: -0.047 / -0.047
2S+1: 6
Electronic energy in eV: -180368.25247
Kohn-Sham gap (spin up / spin down) in eV: 5.4 / 5.4
Expectation value of S²: 8.757
Charge: -2
ΔE to the lowest compared entry with this formula, charge and spin in kcal/mol: 72.9

```
74
Properties=species:S:1:pos:R:3:forces:R:3
Mn 0.198952 -0.310620 -0.995331 0.0 -1.5 1.1
C -4.345748 -3.042875 1.180907 0.0 0.0 0.0
C -4.427614 -1.521450 1.228699 0.3 0.1 0.1
N -3.229808 -0.908488 1.793576 -0.2 -0.3 -0.1
C -2.105100 -0.629036 1.043296 0.3 0.2 0.3
S -2.287957 -0.264634 -0.625835 -0.1 0.0 0.2
N -1.030600 -0.578590 1.828080 0.1 0.1 -0.2
N 0.152823 -0.274235 1.218615 -0.5 0.3 0.1
C 1.125277 0.044599 1.995264 0.6 0.0 -0.1
C 1.001799 0.039188 3.493573 -0.1 -0.1 0.0
C 2.429715 0.540768 1.457600 -0.6 -0.2 0.2
C 3.237199 1.343901 2.250474 0.1 0.3 0.1
C 4.405165 1.902215 1.772101 -0.1 0.0 0.3
C 4.780688 1.640127 0.467684 0.0 0.0 -0.2
C 3.993548 0.819760 -0.299419 -0.1 -0.1 0.2
N 2.855954 0.272422 0.198231 0.1 -0.2 -0.2
H -5.194727 -3.454971 0.627403 0.0 0.0 0.0
H -4.360698 -3.468528 2.189081 0.0 0.0 0.0
H -3.421722 -3.353001 0.691439 0.0 0.0 0.0
H -5.280900 -1.194189 1.830205 -0.1 0.0 0.0
H -4.549634 -1.122361 0.224708 0.0 0.0 0.0
H -2.939812 -1.304594 2.678364 -0.1 0.1 0.1
H 0.231969 -0.671807 3.774838 0.0 0.0 0.0
H 0.703355 1.024464 3.866847 0.0 0.0 0.0
H 1.948127 -0.245005 3.953932 0.0 0.0 0.0
H 2.906745 1.558953 3.254255 0.0 0.0 0.0
H 5.007647 2.538433 2.407063 0.0 0.0 0.0
H 5.679467 2.058690 0.037744 0.0 0.0 0.0
H 4.208125 0.504888 -1.308422 0.0 0.0 0.0
O 3.307563 -5.122632 -2.329186 0.1 0.1 -0.1
As 3.335658 -3.256770 -2.242229 0.3 0.1 0.4
O 4.970178 -2.905855 -2.051542 -0.3 -0.1 -0.1
O 2.227592 -0.557888 -0.561857 0.2 0.2 0.0
C 2.828110 -3.317880 -0.234940 -0.3 0.0 -0.1
C 3.889419 -3.131447 0.638569 0.2 -0.1 0.2
C 3.728656 -3.188774 2.021301 0.0 0.0 -0.1
C 2.477961 -3.456491 2.563467 -0.1 0.0 -0.1
C 1.389742 -3.625008 1.711290 0.1 0.2 0.0
C 1.565999 -3.527318 0.333292 0.0 -0.1 0.2
S 0.088405 -3.616483 -0.673576 0.3 0.3 0.1
O -1.039490 -3.657166 0.242365 -0.1 -0.2 0.0
O 0.233050 -4.767340 -1.543931 -0.1 0.0 -0.1
O 0.115275 -2.338154 -1.437637 0.0 -0.5 -0.2
H 2.372946 -5.367621 -2.272134 0.0 0.1 0.1
H 4.864044 -2.954889 0.185232 0.0 0.0 0.0
H 4.581422 -3.031188 2.676457 0.0 0.0 0.0
H 2.342571 -3.521204 3.638645 0.0 0.0 0.0
H 0.393459 -3.784851 2.099190 0.0 0.0 0.0
N -5.382097 4.565117 0.143502 0.0 0.0 0.0
C -4.040333 4.231880 -0.125801 -0.1 0.0 0.0
C -3.407489 3.234343 0.609939 0.0 0.0 0.1
C -2.072416 2.948523 0.394761 0.0 0.1 0.0
C -1.361599 3.653149 -0.569316 -0.1 0.1 0.1
C -1.983737 4.639876 -1.315196 0.0 -0.1 0.0
C -3.321224 4.930494 -1.092961 0.0 0.0 0.0
S 0.353481 3.299054 -0.779347 0.1 0.0 0.2
O 0.910845 3.268025 0.554205 0.1 0.0 0.0
O 0.879657 4.266823 -1.713799 0.0 0.0 0.1
N 0.469257 1.800161 -1.322867 0.0 0.4 -1.1
C 0.087167 1.489532 -2.600865 0.4 0.9 -0.2
N 0.567448 0.279958 -3.017455 -0.7 0.7 -0.3
C 0.144316 -0.163529 -4.188891 0.1 -0.3 -0.2
C -0.689649 0.583088 -5.007262 0.2 -0.1 0.0
C -1.061889 1.822925 -4.520570 -0.1 0.1 -0.1
N -0.707950 2.289902 -3.335914 0.2 -0.1 0.1
H -5.918999 3.797387 0.516511 0.0 0.0 0.0
H -5.854207 4.999800 -0.633861 0.0 -0.1 0.0
H -3.967387 2.665746 1.344761 0.0 0.0 0.0
H -1.579941 2.173345 0.967167 0.0 0.0 0.0
H -1.410736 5.156937 -2.072998 0.0 0.0 0.0
H -3.817383 5.698913 -1.677539 0.0 0.0 0.0
H 0.507214 -1.148539 -4.467762 -0.1 0.0 0.0
H -1.015857 0.219595 -5.970203 0.0 0.0 0.0
H -1.691322 2.482423 -5.115961 0.0 0.0 0.0
```
Forces are in eV/Å.